# 1
The following is a quantum chemistry calculation of the molecule C3H3BrClOPS, from OMol25.

Geometry as ORCA input:
```
! wB97M-V def2-TZVPD RIJCOSX def2/J DEFGRID3
* xyz 0 1
S -0.357 -3.376 -0.111
P 0.269 -1.570 0.171
Cl 2.212 -1.353 0.743
C -0.568 0.130 1.244
C -0.573 1.034 0.290
Br -0.986 2.842 0.681
C -0.018 0.729 -1.075
O 0.237 -0.656 -1.190
H -0.671 0.182 2.311
H -0.625 0.936 -1.852
H 1.081 1.102 -1.212
*
```

As for the HOMO-LUMO gap: 9.4 eV. The energy comes out at -3965.10591 Ha. The HOMO energy is -9.60 eV. Its SMILES is S=[P@]1(Cl)C=C(Br)CO1. The energy above the lowest of the compared OMol25 structures with the same formula, charge and spin comes out at 0.0000 eV.

***

# 2
The following is a quantum chemistry calculation of a structure of composition C17H14BF6I2N3O6S4Sr, from OMol25.

Geometry as ORCA input:
```
! wB97M-V def2-TZVPD RIJCOSX def2/J DEFGRID3
* xyz -2 1
Sr -0.984 3.985 0.893
I 1.774 4.262 2.641
C 0.826 6.245 2.371
I -1.815 3.676 4.075
H 0.662 6.292 1.275
H -0.158 6.110 2.847
S -4.257 0.304 -3.365
C -3.483 -1.199 -3.386
C -4.329 -2.351 -3.609
N -5.025 -3.249 -3.793
C -2.138 -1.457 -3.242
S -1.003 -0.099 -3.078
C -1.591 -2.754 -3.399
N -1.120 -3.798 -3.545
F -5.711 3.907 -0.083
C -4.951 3.163 -0.879
F -5.540 3.058 -2.055
F -4.792 1.968 -0.339
S -3.314 4.054 -1.082
O -3.384 4.696 -2.361
O -3.249 4.879 0.115
N -2.122 2.888 -1.076
S -0.773 3.526 -1.856
O -0.602 4.929 -1.490
O 0.360 2.731 -1.473
C -0.960 3.537 -3.728
F -0.956 4.795 -4.143
F -2.055 2.932 -4.121
F 0.108 2.920 -4.230
C 3.852 -4.572 2.128
C 2.786 -3.615 2.680
C 3.357 -2.874 3.897
C 1.589 -4.442 3.155
C 2.397 -2.626 1.578
C 3.289 -1.616 1.210
C 3.027 -0.717 0.178
C 1.833 -0.865 -0.486
O 1.328 -0.142 -1.533
B 0.078 -0.706 -1.789
O -0.183 -1.762 -0.918
C 0.930 -1.850 -0.123
C 1.184 -2.745 0.890
H 4.151 -5.295 2.893
H 4.739 -4.024 1.807
H 3.466 -5.120 1.266
H 3.564 -3.585 4.701
H 2.649 -2.131 4.268
H 4.290 -2.361 3.664
H 1.890 -5.068 3.997
H 1.215 -5.101 2.370
H 0.768 -3.802 3.484
H 4.224 -1.513 1.744
H 3.716 0.076 -0.076
H 0.446 -3.495 1.133
*
```

As for the HOMO-LUMO gap: 5.8 eV. The energy comes out at -4115.04683 Ha. The HOMO energy is -2.14 eV. The energy above the lowest of the compared OMol25 structures with the same formula, charge and spin comes out at 2.7936 eV.